Molecular formula: C4H9N3O
Method: DFT, the ωB97M-V functional and the def2-TZVPD basis

## Properties
* energy relative to the best compared isomer or geometry (same formula, charge and spin): 260.39 kJ/mol
* SMILES string: CN(C)/N=C(/N)C=O
* DFT total energy: -10809.7630 eV
* strongest force on any atom: 3.34 eV Å⁻¹

```
17
C4H9N3O, DFT the ωB97M-V functional and the def2-TZVPD basis
C -1.752 0.420 -1.013
C -1.398 -0.898 0.931
C 1.300 0.420 0.096
C 1.892 -0.954 -0.295
H -1.228 0.789 -1.895
H -2.249 1.336 -0.508
H -2.615 -0.176 -1.360
H -2.134 -1.647 0.634
H -0.541 -1.436 1.441
H -1.848 -0.229 1.624
H 3.180 1.165 0.298
H 1.850 2.230 0.737
H 1.044 -1.700 -0.482
N -0.831 -0.295 -0.239
N 0.068 0.693 0.210
N 2.196 1.396 0.281
O 3.067 -1.114 -0.460
```

Molecular formula: CH6OS2
Method: DFT, the ωB97M-V functional and the def2-TZVPD basis

## Properties
* energy relative to the best compared isomer or geometry (same formula, charge and spin): 24.73 kJ/mol
* SMILES string: CSS.O
* DFT total energy: -24851.9698 eV
* strongest force on any atom: 1.64 eV Å⁻¹

```
10
CH6OS2, DFT the ωB97M-V functional and the def2-TZVPD basis
C 1.074 -1.250 0.145
S 1.879 0.410 -0.247
S 0.674 2.089 -0.137
H 0.815 -1.645 -0.836
H 1.818 -1.848 0.664
H 0.175 -1.152 0.739
H 0.388 2.077 1.152
H -1.497 0.497 -0.561
H -2.977 0.774 -0.451
O -2.349 0.048 -0.468
```

Molecular formula: HN3O2
Method: DFT, the ωB97M-V functional and the def2-TZVPD basis

## Properties
* energy relative to the best compared isomer or geometry (same formula, charge and spin): 4.88 kJ/mol
* SMILES string: O=NO.N#N
* DFT total energy: -8579.5102 eV
* strongest force on any atom: 3.04 eV Å⁻¹

```
6
HN3O2, DFT the ωB97M-V functional and the def2-TZVPD basis
N -1.040 2.397 -0.756
N -0.443 1.565 -1.110
N 0.007 -1.304 0.097
O -1.021 -1.520 0.613
O 0.877 -0.487 0.837
H 1.620 -0.651 0.320
```

Molecular formula: C49H49GeN2O2PRe
Method: DFT, the ωB97M-V functional and the def2-TZVPD basis

## Properties
* net charge: +3
* energy relative to the best compared isomer or geometry (same formula, charge and spin): 119.72 kJ/mol
* DFT total energy: -126593.5941 eV
* strongest force on any atom: 4.98 eV Å⁻¹

```
105
C49H49GeN2O2PRe, DFT the ωB97M-V functional and the def2-TZVPD basis
Re 0.085 -0.120 -0.295
C 0.763 -1.220 4.225
C -0.080 -0.960 3.018
O 0.458 -0.641 1.931
N -1.396 -1.101 3.153
C -2.329 -0.939 2.046
C -2.113 -2.035 1.031
C -2.750 -3.253 1.206
C -2.487 -4.314 0.353
C -1.562 -4.128 -0.664
C -0.960 -2.897 -0.791
N -1.235 -1.852 0.021
H 1.413 -0.366 4.414
H 1.406 -2.082 4.040
H 0.161 -1.415 5.108
H -1.765 -1.384 4.047
H -2.173 0.033 1.589
H -3.337 -0.979 2.446
H -3.443 -3.367 2.029
H -2.982 -5.266 0.491
H -1.305 -4.922 -1.351
H -0.238 -2.740 -1.583
C 3.890 -0.481 0.639
C 3.146 0.631 -0.107
C 3.005 1.897 0.746
C 3.858 0.952 -1.429
O 1.829 0.154 -0.392
H 4.898 -0.144 0.869
H 3.961 -1.382 0.027
H 3.375 -0.722 1.570
H 3.974 2.176 1.156
H 2.316 1.707 1.572
H 2.623 2.720 0.139
H 4.849 1.339 -1.200
H 3.301 1.698 -1.996
H 3.969 0.053 -2.037
C -4.152 -0.164 -4.870
C -3.147 0.662 -5.347
C -1.936 0.750 -4.678
C -1.727 0.001 -3.521
C -2.746 -0.822 -3.038
C -3.952 -0.905 -3.712
P -0.079 -0.049 -2.782
C 0.727 -1.516 -3.472
C 0.380 -1.917 -4.766
C 1.061 -2.963 -5.368
C 2.059 -3.639 -4.679
C 2.393 -3.259 -3.386
C 1.740 -2.194 -2.788
C 0.805 1.410 -3.373
C 1.534 1.348 -4.561
C 2.112 2.504 -5.062
C 1.968 3.710 -4.386
C 1.267 3.765 -3.188
C 0.690 2.615 -2.678
H -5.094 -0.232 -5.397
H -3.293 1.231 -6.256
H -1.157 1.393 -5.068
H -2.597 -1.396 -2.137
H -4.731 -1.563 -3.349
H -0.412 -1.405 -5.297
H 0.819 -3.241 -6.385
H 2.579 -4.462 -5.150
H 3.175 -3.783 -2.853
H 2.035 -1.888 -1.793
H 1.651 0.413 -5.094
H 2.671 2.464 -5.987
H 2.414 4.608 -4.792
H 1.167 4.702 -2.654
H 0.157 2.645 -1.738
C -1.223 1.180 -0.142
Ge -2.233 2.868 -0.065
C -3.237 2.928 1.638
C -3.023 4.022 2.469
C -3.784 4.158 3.624
C -4.749 3.214 3.940
C -4.961 2.124 3.107
C -4.208 1.981 1.949
C -3.542 2.953 -1.554
C -3.052 3.276 -2.817
C -3.945 3.593 -3.832
C -5.310 3.574 -3.588
C -5.792 3.240 -2.332
C -4.907 2.931 -1.305
C -0.983 4.379 -0.162
C 0.119 4.431 0.693
C 0.878 5.589 0.774
C 0.550 6.690 -0.007
C -0.538 6.635 -0.868
C -1.309 5.483 -0.944
H -2.285 4.774 2.219
H -3.624 5.015 4.265
H -5.348 3.334 4.833
H -5.726 1.396 3.346
H -4.405 1.151 1.278
H -1.985 3.302 -3.009
H -3.566 3.874 -4.807
H -6.005 3.829 -4.378
H -6.856 3.242 -2.133
H -5.296 2.709 -0.321
H 0.370 3.572 1.309
H 1.714 5.640 1.460
H 1.137 7.595 0.062
H -0.795 7.492 -1.478
H -2.168 5.454 -1.602
```

Molecular formula: C7H4N2O2S
Method: DFT, the ωB97M-V functional and the def2-TZVPD basis

## Properties
* energy relative to the best compared isomer or geometry (same formula, charge and spin): 231.82 kJ/mol
* SMILES string: O=c1oc(-c2ccncc2)ns1
* DFT total energy: -25231.9611 eV
* strongest force on any atom: 10.62 eV Å⁻¹

```
16
C7H4N2O2S, DFT the ωB97M-V functional and the def2-TZVPD basis
C 1.927 -2.646 -0.892
C 1.004 -0.805 0.021
C -0.065 0.222 0.003
C 0.163 1.430 0.592
C -0.802 2.404 0.692
C -2.364 0.931 -0.216
C -1.442 -0.147 -0.272
H 1.116 1.492 1.068
H -0.396 3.480 1.150
H -3.290 0.690 -0.366
H -1.690 -0.881 -0.789
N 1.867 -0.923 0.844
N -2.074 2.203 0.337
O 2.153 -3.529 -1.706
O 0.949 -1.700 -1.030
S 2.944 -2.221 0.566
```

Molecular formula: C4H7N3O
Method: DFT, the ωB97M-V functional and the def2-TZVPD basis

## Properties
* energy relative to the best compared isomer or geometry (same formula, charge and spin): 39.37 kJ/mol
* SMILES string: Cc1[nH]c(=O)[nH]c1N
* DFT total energy: -10779.3393 eV
* strongest force on any atom: 3.42 eV Å⁻¹

```
15
C4H7N3O, DFT the ωB97M-V functional and the def2-TZVPD basis
C -1.812 -1.668 0.055
C -0.732 -0.633 -0.102
C 1.510 -0.006 -0.001
C -0.676 0.709 -0.001
H -2.019 -2.243 -0.812
H -2.785 -1.161 0.477
H -1.484 -2.341 0.913
H 0.993 -1.913 -0.207
H 0.973 2.008 -0.095
H -1.464 2.618 0.171
H -2.610 1.405 -0.524
N 0.597 -1.011 -0.028
N 0.701 1.083 0.206
N -1.736 1.667 -0.059
O 2.715 -0.121 -0.057
```

Molecular formula: CH6S3
Method: DFT, the ωB97M-V functional and the def2-TZVPD basis

## Properties
* energy relative to the best compared isomer or geometry (same formula, charge and spin): 140.11 kJ/mol
* SMILES string: CSS.S
* DFT total energy: -33638.4433 eV
* strongest force on any atom: 5.75 eV Å⁻¹

```
10
CH6S3, DFT the ωB97M-V functional and the def2-TZVPD basis
S 1.236 2.366 -1.744
H 1.969 1.506 -1.106
H 0.055 1.950 -1.411
C -1.399 -0.283 0.453
S -0.259 -1.205 1.552
S 1.153 -2.113 0.741
H -0.902 0.497 0.103
H -2.303 -0.238 1.099
H -1.875 -0.930 -0.277
H 2.325 -1.550 0.592
```

Molecular formula: C4H6O2
Method: DFT, the ωB97M-V functional and the def2-TZVPD basis

## Properties
* energy relative to the best compared isomer or geometry (same formula, charge and spin): 259.67 kJ/mol
* SMILES string: C1OC[C@H]2O[C@@H]12
* DFT total energy: -8337.7698 eV
* strongest force on any atom: 1.41 eV Å⁻¹

```
12
C4H6O2, DFT the ωB97M-V functional and the def2-TZVPD basis
C -1.270 -0.274 -0.046
O -0.805 0.750 -0.912
C 0.532 1.078 -0.573
C 1.134 -0.266 0.016
O 0.769 -0.070 1.386
C -0.050 -0.902 0.580
H -1.932 0.109 0.738
H -1.817 -0.995 -0.668
H 1.029 1.529 -1.427
H 0.480 1.845 0.236
H 2.014 -0.929 -0.119
H -0.086 -1.893 1.015
```

Molecular formula: C4H15N2O
Method: DFT, the ωB97M-V functional and the def2-TZVPD basis

## Properties
* net charge: +1
* energy relative to the best compared isomer or geometry (same formula, charge and spin): 182.10 kJ/mol
* DFT total energy: -9411.7749 eV
* strongest force on any atom: 4.22 eV Å⁻¹

```
22
C4H15N2O, DFT the ωB97M-V functional and the def2-TZVPD basis
C 1.412 -1.179 0.352
N 2.744 -0.729 -0.106
C 0.345 -0.031 0.446
N 0.259 0.450 -0.973
C -1.490 0.708 1.731
C -0.951 -0.535 1.037
H 1.006 -2.063 -0.242
H 1.517 -1.378 1.430
H 3.322 -1.232 -0.781
H 3.289 -0.385 0.669
H 0.934 0.784 0.959
H -0.712 0.473 -1.302
H 0.794 -0.278 -1.496
H 0.716 1.378 -1.107
H -2.364 0.281 2.318
H -0.750 1.016 2.498
H -1.778 1.496 1.035
H -1.556 -0.685 0.050
H -0.977 -1.515 1.564
H -2.569 1.640 -2.460
H -1.298 0.907 -3.205
O -1.892 0.876 -2.419
```

Molecular formula: C3HO3
Method: DFT, the ωB97M-V functional and the def2-TZVPD basis

## Properties
* net charge: -1
* energy relative to the best compared isomer or geometry (same formula, charge and spin): 0.00 kJ/mol
* SMILES string: O=C=CC(=O)[O-]
* DFT total energy: -9270.4438 eV
* strongest force on any atom: 2.67 eV Å⁻¹

```
7
C3HO3, DFT the ωB97M-V functional and the def2-TZVPD basis
C -1.336 1.092 -0.001
C -0.206 0.509 0.000
C 1.223 1.306 0.000
O 1.166 2.523 0.001
O -2.313 1.767 0.000
O 2.159 0.518 -0.001
H -0.037 -0.547 0.000
```

Molecular formula: C22H25Cl2FeN7O7S2
Method: DFT, the ωB97M-V functional and the def2-TZVPD basis

## Properties
* net charge: +1
* 2S+1: 2
* energy relative to the best compared isomer or geometry (same formula, charge and spin): 0.00 kJ/mol
* DFT total energy: -129077.4579 eV
* strongest force on any atom: 1.03 eV Å⁻¹

```
66
C22H25Cl2FeN7O7S2, DFT the ωB97M-V functional and the def2-TZVPD basis
Fe -1.142 -0.845 0.278
C 3.747 4.148 2.618
C 2.405 3.474 2.656
C 1.255 4.164 2.272
C 0.015 3.549 2.284
C -0.076 2.223 2.686
C 1.048 1.514 3.085
C 2.280 2.149 3.070
S -1.624 1.402 2.614
O -2.675 2.376 2.687
O -1.588 0.298 3.531
N -1.712 0.746 1.129
C -2.309 1.276 0.002
C -2.934 2.483 -0.298
C -3.391 2.624 -1.594
C -3.218 1.614 -2.545
C -2.589 0.450 -2.168
N -2.169 0.291 -0.913
H 3.674 5.190 2.928
H 4.155 4.139 1.605
H 4.462 3.647 3.269
H 1.331 5.204 1.975
H -0.878 4.098 2.015
H 0.953 0.488 3.417
H 3.159 1.610 3.404
H -3.063 3.249 0.449
H -3.891 3.541 -1.877
H -3.569 1.732 -3.559
H -2.412 -0.372 -2.848
N -2.416 -1.662 1.590
N -2.994 -2.898 1.271
C -2.747 -3.389 0.042
N -3.147 -4.615 -0.252
N -2.152 -2.484 -0.735
N -1.634 -2.888 -1.950
O -1.989 -3.933 -2.473
O -0.847 -2.110 -2.445
H -1.799 -1.742 2.402
H -3.140 -0.992 1.835
H -3.494 -3.413 1.976
H -3.502 -5.227 0.462
H -2.931 -4.967 -1.174
Cl 0.246 -3.628 3.796
C 1.355 -3.171 2.483
Cl 2.657 -2.118 3.050
C 0.526 -2.489 1.407
O 0.304 -3.076 0.350
O 0.075 -1.317 1.680
H 1.797 -4.078 2.091
C 2.670 0.946 -0.448
S 1.701 -0.514 -0.762
O 0.275 0.067 -0.601
C 1.912 -0.719 -2.502
C 2.727 -1.758 -2.921
C 2.926 -1.941 -4.283
C 2.301 -1.099 -5.189
C 1.468 -0.074 -4.750
C 1.266 0.124 -3.396
H 2.350 1.735 -1.127
H 3.718 0.691 -0.607
H 2.491 1.221 0.591
H 3.193 -2.419 -2.199
H 3.556 -2.747 -4.632
H 2.456 -1.244 -6.250
H 0.974 0.566 -5.468
H 0.603 0.900 -3.033
```

Molecular formula: C15H31F5OP2RuTe
Method: DFT, the ωB97M-V functional and the def2-TZVPD basis

## Properties
* net charge: +2
* 2S+1: 5
* energy relative to the best compared isomer or geometry (same formula, charge and spin): 197.63 kJ/mol
* DFT total energy: -60121.4660 eV
* strongest force on any atom: 2.89 eV Å⁻¹

```
56
C15H31F5OP2RuTe, DFT the ωB97M-V functional and the def2-TZVPD basis
P 1.302 1.227 -1.952
P 2.222 -1.410 0.431
C 2.986 0.514 -1.592
C 3.056 -0.964 -1.158
H 3.442 1.169 -0.838
H 3.551 0.645 -2.524
H 2.642 -1.627 -1.930
H 4.106 -1.246 -0.996
C 3.466 -1.025 1.704
H 3.042 -1.261 2.693
H 3.756 0.037 1.687
H 4.354 -1.651 1.536
C 2.260 -3.242 0.402
H 3.269 -3.605 0.647
H 1.970 -3.633 -0.589
H 1.551 -3.627 1.151
C 1.723 2.972 -2.382
H 0.790 3.508 -2.608
H 2.380 3.024 -3.265
H 2.211 3.479 -1.536
C 1.037 0.561 -3.638
H 1.124 -0.533 -3.661
H 1.768 0.996 -4.336
H 0.027 0.843 -3.968
Ru -2.664 0.778 0.352
C -0.352 -1.874 1.525
C -0.663 -0.582 1.936
C 0.185 0.653 1.714
C -0.083 1.795 0.662
C -0.920 1.493 -0.551
C -1.317 0.113 -1.098
C -0.388 -1.039 -0.841
C -0.790 -2.248 0.082
C -3.947 1.838 -0.679
H 0.075 -2.631 2.230
H -1.394 -0.423 2.761
H 1.220 0.270 1.568
H 0.258 1.148 2.694
H -0.525 2.649 1.212
H 0.909 2.198 0.379
H -1.098 2.351 -1.227
H -1.725 0.247 -2.112
H 0.536 -0.552 -0.387
H -0.033 -1.433 -1.809
H -1.879 -2.398 0.021
H -0.281 -3.174 -0.288
H -4.905 1.307 -0.667
H -3.639 1.971 -1.722
H -4.126 2.819 -0.211
F -5.831 0.866 2.128
Te -4.386 -0.088 2.995
F -3.248 1.494 2.845
F -4.973 0.592 4.694
F -2.951 -0.936 3.957
F -5.401 -1.692 3.239
O -3.699 -0.662 1.324
```